1.
Entry from the Open Molecules 2025 dataset: a structure of composition C4H5BrO at a distorted geometry (wB97M-V/def2-TZVPD).

## Properties
- Calculated total energy: -2804.538338 a.u.
- HOMO: -9.38 eV
- Frontier orbital gap: 10.1 eV

```
! wB97M-V def2-TZVPD RIJCOSX def2/J DEFGRID3
* xyz 0 1
Br 2.19989 0.88816 0.57210
O -0.39105 1.50962 1.53928
C -0.23202 -0.93611 -1.24194
C 0.29202 0.48115 1.04469
C -0.66260 0.20028 -0.60012
C 0.07184 -2.02121 -1.77813
H -0.42317 1.07300 -1.19965
H 0.49328 -0.27467 1.82552
H 0.06429 1.84403 2.28861
H -1.64998 0.12175 -0.13704
H 0.23750 -2.88601 -2.31331
*
```



2.
Entry from the Open Molecules 2025 dataset: a cluster of 6 separate species, C22H45N2O20S7 in total at a distorted geometry (wB97M-V/def2-TZVPD).

## Properties
- Calculated total energy: -5266.528721 a.u.
- HOMO: -10.89 eV
- Frontier orbital gap: 8.0 eV

```
! wB97M-V def2-TZVPD RIJCOSX def2/J DEFGRID3
* xyz 1 1
S -0.66108 10.57069 -0.94154
S -3.31572 -8.59567 -7.99871
S 5.78316 4.92538 -0.60390
S 0.63424 -4.15086 2.43462
S -1.99283 -6.41400 -2.23802
S -0.34639 -1.64041 3.57690
S -4.44117 -4.13064 2.78242
O 5.08316 5.88985 0.17084
O -4.09778 -7.73191 -8.80477
O -1.90731 -7.91172 -7.67937
O 5.38492 3.56119 -0.54619
O -2.47619 -7.35945 -1.05583
O -3.70021 -3.42404 3.99609
O 0.00935 10.59846 -2.18533
O -0.91647 9.04359 -0.50491
O -3.89413 -8.54863 -6.51155
O -5.91679 -3.67838 3.15584
O 7.32837 5.06045 -0.29595
O 0.40328 10.90619 0.20658
O -0.84213 -6.96218 -2.86093
O -4.29687 -5.53190 2.91488
O -4.05989 -3.46817 1.58414
O -1.85582 11.29161 -0.72021
O -1.54514 -5.17960 -1.33818
O 5.82857 5.37013 -2.12259
O -3.12334 -6.05125 -3.01356
O -3.07670 -9.93639 -8.38523
N 1.58003 3.11013 2.07813
N 0.04832 -1.97218 0.95244
C -1.95267 -7.27145 -6.39392
C 2.27350 -2.65583 0.02812
C 0.63526 0.84900 2.66060
C 8.06946 5.14597 -1.53310
C 0.76065 -2.62012 -0.16108
C -2.86816 -8.15961 -5.58235
C -1.97581 -5.37016 0.02646
C 1.42168 2.05785 3.13674
C -4.56908 -2.45629 4.60615
C -1.69843 -0.30311 0.25578
C 0.14988 -2.63491 2.17144
C -5.94322 -3.08443 4.46997
C 0.92298 -0.35019 3.56930
C 2.26315 4.13758 0.12662
C 1.20125 5.02909 0.81575
C -1.97170 -6.87336 0.20287
C 0.35286 9.91555 1.23669
C 2.00103 2.74256 0.69145
C -1.39189 -1.75164 0.58323
C 7.13192 5.89816 -2.45579
C 0.02772 8.63923 0.48458
C 0.48466 4.08510 1.79692
H -2.62564 -7.20433 1.00389
H -6.74855 -2.35750 4.50760
H -0.96508 -7.26739 0.35299
H 0.90465 0.56941 1.64563
H 1.13014 2.33988 0.18106
H -3.32015 -7.64073 -4.74547
H -1.59678 -2.36720 -0.29117
H -0.42618 7.88073 1.11872
H -0.43318 10.17711 1.94769
H -2.63181 -0.20385 -0.28968
H -1.27981 -4.86599 0.69314
H -0.43148 1.04644 2.70481
H -6.11167 -3.86714 5.20984
H 7.32878 5.71333 -3.50684
H -2.03773 -2.11431 1.37574
H 0.02395 4.51613 2.67662
H 1.67587 5.80444 1.42015
H 9.00110 5.67086 -1.34960
H 2.58860 -3.60513 0.45187
H 1.01562 -0.05281 4.61281
H -4.25937 -2.30248 5.63498
H 8.27301 4.13610 -1.88989
H 0.36254 -3.61568 -0.36565
H 2.26922 4.17672 -0.95499
H -2.35300 -9.05722 -5.23532
H -1.73181 0.29508 1.16195
H 0.90129 2.53210 3.96517
H -0.94849 -7.21538 -5.98554
H 0.91009 8.23205 -0.01662
H 7.13418 6.96984 -2.25763
H -4.50239 -1.51898 4.05024
H 0.53116 5.56202 0.15110
H 1.31297 9.88102 1.74344
H 2.42438 1.78406 3.45511
H -0.89536 0.09265 -0.36964
H 0.53690 -2.01171 -1.03746
H 2.60015 -1.85304 0.68537
H 2.76430 -2.57083 -0.93732
H 2.82996 2.04626 0.67320
H -2.97201 -4.95292 0.14024
H 3.24341 4.46203 0.46359
H -0.28006 3.53633 1.24970
H 2.34948 3.70255 2.40069
H 1.86093 -0.82443 3.28408
H -2.36461 -6.26739 -6.51112
*
```



3.
Entry from the Open Molecules 2025 dataset: a structure of composition C10H10ClHfO5 at a distorted geometry (wB97M-V/def2-TZVPD).

## Properties
- Calculated total energy: -1271.312083 a.u.
- HOMO: -12.72 eV
- Frontier orbital gap: 8.9 eV

```
! wB97M-V def2-TZVPD RIJCOSX def2/J DEFGRID3
* xyz 1 1
Hf -0.51129 0.21974 1.13534
Cl 0.25316 -2.09177 0.32639
O -0.88942 0.45098 2.97177
O -1.21427 2.18211 4.43294
O -1.30824 3.87024 2.12535
O -2.52102 -0.44392 0.22978
O -1.25870 1.95033 0.88764
C 1.76684 0.02117 -0.55646
C 1.23434 -1.21529 -0.91422
C 2.62468 0.11572 -2.82193
C 1.38798 -1.82692 -2.14321
C 2.10474 -1.14568 -3.10670
C -3.28401 -1.68033 0.38280
C 2.45713 0.68573 -1.57319
C 1.61460 0.57816 0.82766
C -1.14002 1.78057 3.33823
C -1.26215 2.70252 2.06329
H -4.34119 -1.44483 0.31321
H 2.25313 -1.59890 -4.07778
H 2.88284 1.65679 -1.35498
H -3.11288 0.30304 0.05641
H 3.17909 0.65102 -3.58107
H 2.17380 -0.04183 1.53683
H -2.99577 -2.36273 -0.40869
H -3.06777 -2.10078 1.35961
H 0.96472 -2.80259 -2.34035
H 2.00968 1.58745 0.89132
*
```